Entry 1:
Formula: C53H51As2CsN5O3S
Source: the OMol25 dataset
Level of theory: the ωB97M-V functional and the def2-TZVPD basis

Output
- ΔE to the lowest compared entry with this formula, charge and spin (kJ/mol) = 108.4
- E_LUMO (eV) = 1.938
- charge = -1

Element x y z (Å)
Cs: 14.28 16.46 15.57
C: 18.01 20.47 13.28
C: 19.50 20.54 13.51
As: 20.40 18.79 13.17
C: 22.26 19.36 13.35
C: 23.27 18.73 12.57
C: 24.62 18.94 12.88
C: 24.96 19.93 13.86
C: 23.98 20.45 14.66
C: 22.63 20.28 14.33
C: 20.20 18.98 11.15
C: 19.50 18.08 10.40
C: 19.53 18.14 9.03
C: 20.31 19.10 8.38
C: 21.02 20.03 9.10
C: 21.04 19.87 10.51
As: 16.69 21.98 13.62
C: 17.59 22.83 15.20
C: 17.87 24.22 15.31
C: 18.45 24.70 16.52
C: 18.78 23.85 17.52
C: 18.40 22.46 17.41
C: 17.74 21.98 16.30
C: 17.38 23.26 12.24
C: 18.66 23.84 12.38
C: 19.16 24.71 11.39
C: 18.38 25.00 10.28
C: 17.08 24.46 10.16
C: 16.56 23.68 11.17
H: 17.60 19.79 14.05
H: 17.78 19.93 12.34
H: 19.70 20.93 14.53
H: 19.87 21.29 12.76
H: 22.98 18.20 11.68
H: 25.39 18.38 12.32
H: 25.97 20.22 14.10
H: 24.26 21.10 15.52
H: 21.83 20.89 14.85
H: 19.06 17.21 10.93
H: 19.02 17.36 8.42
H: 20.34 19.10 7.27
H: 21.40 20.87 8.58
H: 21.68 20.49 11.15
H: 17.60 24.90 14.50
H: 18.47 25.78 16.69
H: 19.05 24.19 18.49
H: 18.67 21.73 18.20
H: 17.30 20.95 16.33
H: 19.30 23.54 13.20
H: 20.08 25.27 11.54
H: 18.77 25.69 9.62
H: 16.52 24.62 9.22
H: 15.53 23.26 11.22
C: 13.87 8.28 13.30
O: 14.18 9.54 12.70
C: 13.67 9.92 11.51
C: 13.32 9.06 10.50
C: 12.78 9.55 9.31
C: 12.67 10.92 9.15
C: 13.09 11.82 10.14
C: 13.63 11.32 11.31
N: 14.15 12.13 12.38
C: 13.72 13.29 12.89
N: 12.39 13.52 12.64
C: 11.53 14.65 12.83
C: 11.74 15.81 13.52
C: 10.91 16.90 13.42
C: 9.76 16.82 12.63
C: 9.47 15.64 11.95
C: 10.22 14.51 12.22
O: 9.96 13.21 11.81
C: 8.60 12.80 11.48
N: 14.51 14.13 13.54
C: 15.88 13.92 13.42
C: 16.51 14.01 12.22
C: 17.88 13.70 12.13
C: 18.59 13.43 13.33
C: 17.94 13.32 14.53
C: 16.59 13.65 14.63
O: 15.97 13.82 15.83
C: 16.80 13.93 17.06
H: 14.45 8.20 14.22
H: 14.13 7.45 12.67
H: 12.76 8.23 13.54
H: 13.22 8.00 10.69
H: 12.49 8.84 8.57
H: 12.18 11.38 8.26
H: 13.09 12.92 10.00
H: 14.97 11.71 12.81
H: 11.92 12.81 12.14
H: 11.10 17.80 13.96
H: 9.00 17.66 12.53
H: 8.61 15.54 11.31
H: 8.69 11.71 11.35
H: 8.18 13.31 10.56
H: 7.93 12.89 12.33
H: 15.96 14.49 11.42
H: 18.45 13.54 11.22
H: 19.64 13.15 13.31
H: 18.48 13.01 15.47
H: 16.22 13.63 17.95
H: 17.15 14.94 17.14
H: 17.61 13.15 16.92
C: 15.72 17.22 20.90
C: 15.64 18.11 19.62
C: 14.86 19.29 19.64
C: 14.84 20.01 18.41
N: 15.44 19.56 17.30
C: 16.28 18.49 17.36
S: 17.28 18.08 16.06
N: 16.23 17.68 18.53
H: 16.76 17.09 21.27
H: 15.42 16.19 20.63
H: 15.19 17.69 21.76
H: 14.20 19.55 20.53
H: 14.39 20.97 18.28

---

Entry 2:
Formula: C33H34F5MnN6S2Sb
Source: the OMol25 dataset
Level of theory: the ωB97M-V functional and the def2-TZVPD basis

Output
- ΔE to the lowest compared entry with this formula, charge and spin (kJ/mol) = 0.0
- E_LUMO (alpha / beta) (eV) = 0.063 / 0.069
- 2S+1 = 2

Element x y z (Å)
Mn: -0.37 1.26 0.00
C: 2.09 -0.15 5.00
C: 2.07 1.32 4.62
N: 2.52 1.56 3.26
C: 1.77 1.43 2.15
S: 0.04 1.19 2.31
N: 2.44 1.48 1.02
N: 1.66 1.35 -0.08
C: 2.20 1.46 -1.24
C: 3.64 1.80 -1.46
C: 1.27 1.34 -2.36
C: 1.64 1.51 -3.68
C: 0.69 1.39 -4.68
C: -0.62 1.11 -4.33
C: -0.93 0.99 -2.99
N: -0.02 1.12 -2.03
H: 1.80 -0.28 6.05
H: 3.09 -0.57 4.88
H: 1.40 -0.72 4.38
H: 2.72 1.89 5.29
H: 1.06 1.72 4.72
H: 3.51 1.57 3.08
H: 4.16 1.81 -0.51
H: 3.72 2.79 -1.91
H: 4.12 1.09 -2.13
H: 2.67 1.73 -3.93
H: 0.97 1.51 -5.72
H: -1.39 0.99 -5.08
H: -1.94 0.78 -2.67
F: -2.89 0.55 1.31
C: -2.42 1.00 0.08
F: -2.80 -0.07 -0.80
C: -3.45 2.07 -0.31
F: -3.13 2.64 -1.49
F: -3.48 3.06 0.61
F: -4.70 1.61 -0.44
S: 0.13 3.71 -0.16
C: -1.02 4.55 0.73
N: -1.33 4.30 2.00
C: -2.33 5.22 2.53
C: -2.77 5.99 1.27
N: -1.74 5.61 0.30
H: -0.85 3.58 2.51
H: -1.89 5.88 3.28
H: -3.16 4.67 2.98
H: -2.79 7.06 1.43
H: -3.75 5.66 0.93
H: -1.82 5.77 -0.68
C: -3.03 -4.86 2.08
C: -1.71 -5.18 1.78
C: -0.91 -4.24 1.14
C: -1.42 -2.99 0.80
C: -2.74 -2.68 1.11
C: -3.55 -3.62 1.74
Sb: -0.22 -1.53 -0.17
C: -0.48 -2.17 -2.18
C: 0.56 -2.03 -3.10
C: 0.35 -2.30 -4.45
C: -0.90 -2.69 -4.89
C: -1.95 -2.82 -3.99
C: -1.74 -2.56 -2.64
C: 1.68 -2.42 0.22
C: 2.22 -3.43 -0.58
C: 3.47 -3.97 -0.27
C: 4.16 -3.52 0.84
C: 3.62 -2.54 1.65
C: 2.38 -1.99 1.34
H: -3.66 -5.59 2.58
H: -1.31 -6.15 2.05
H: 0.12 -4.49 0.91
H: -3.14 -1.70 0.87
H: -4.57 -3.38 1.98
H: 1.54 -1.71 -2.76
H: 1.17 -2.19 -5.15
H: -1.06 -2.90 -5.94
H: -2.93 -3.13 -4.33
H: -2.56 -2.67 -1.94
H: 1.67 -3.79 -1.44
H: 3.88 -4.75 -0.90
H: 5.13 -3.95 1.08
H: 4.15 -2.19 2.53
H: 1.96 -1.21 1.97

---

Entry 3:
Formula: C6H16N4
Source: the OMol25 dataset
Level of theory: the ωB97M-V functional and the def2-TZVPD basis

Output
- ΔE to the lowest compared entry with this formula, charge and spin (kJ/mol) = 180.4
- E_LUMO (eV) = 0.734
- SMILES string = CC(C)=C(N)NN.[H]/N=C\C

Element x y z (Å)
C: 0.89 1.92 -0.49
C: 0.26 0.58 -0.78
C: 0.64 0.01 -2.13
C: -1.02 0.31 -0.30
N: -1.66 1.14 0.62
N: -1.53 -0.93 -0.55
N: -2.71 -1.37 0.10
H: 1.96 1.88 -0.69
H: 0.78 2.22 0.56
H: 0.47 2.72 -1.12
H: 1.71 0.14 -2.32
H: 0.09 0.51 -2.93
H: 0.44 -1.06 -2.21
H: -1.36 2.10 0.61
H: -2.59 0.91 0.93
H: -0.66 -1.69 -0.34
H: -3.52 -1.09 -0.44
H: -2.79 -1.04 1.06
H: 0.07 -2.30 1.30
N: 0.53 -2.09 0.42
C: 1.30 -1.02 0.52
C: 1.59 -0.36 1.84
H: 2.09 -0.93 -0.23
H: 0.68 -0.24 2.43
H: 2.30 -0.97 2.41
H: 2.05 0.62 1.72

---

Which formula does entry 2 have?
C33H34F5MnN6S2Sb

---

The lowest ΔE to the lowest compared entry with this formula, charge and spin belongs to which entry?
C33H34F5MnN6S2Sb

---

What is the ΔE to the lowest compared entry with this formula, charge and spin in the second record?
0.0 kJ/mol